# C3H4ClNO2

C3H4ClNO2 in the gas phase (ωB97M-V/def2-TZVPD, OMol25).

Summary:
- DFT total energy: -781.9705 hartree
- HOMO: -10.323 eV
- Structure (SMILES): C/C(C=O)=N\OCl

Geometry (Å):
C  1.76736  -0.10747  -0.15581
C  0.30716  -0.15987  -0.13435
C  -0.34116  0.67936  0.96050
N  -0.30811  -0.87585  -0.95952
O  2.53688  -1.04093  -0.18163
O  -1.85569  -0.85584  -0.79684
Cl  -2.64772  -1.19427  -2.23235
H  2.18296  0.99915  0.02637
H  -1.25964  1.07937  0.61269
H  0.40103  1.41163  1.18822
H  -0.78308  0.06471  1.67273